Record 1
This record from the Open Molecules 2025 dataset describes a structure of composition C22H31BN6OPd. The level of theory is wB97M-V/def2-TZVPD.

Structure (XYZ):
```
62
Properties=species:S:1:pos:R:3:forces:R:3
H -1.11963 -1.40224 2.66507 -0.158 -0.026 -0.089
N -0.36386 -1.86189 0.75944 -0.178 0.009 -0.240
B 0.28345 -2.75838 -1.47926 -0.233 0.318 -0.532
N -0.52208 -2.86057 -0.15395 0.212 0.609 0.252
C -1.39598 -3.74589 0.35599 0.233 0.977 0.032
Pd 1.37899 0.41288 -0.37722 -2.639 -1.009 0.396
H -1.69953 -4.60216 -0.22722 0.120 -0.040 0.144
C -1.81432 -3.27929 1.60275 0.217 0.241 0.051
H -2.52544 -3.74735 2.25507 -0.022 -0.072 0.117
C -1.13718 -2.07864 1.82546 -0.263 -0.782 -0.166
H 0.14069 -3.75865 -2.11039 0.093 0.013 0.041
C 2.50544 1.91442 -0.86896 2.112 3.025 -0.871
H 2.24394 2.74646 -0.19811 0.009 -0.281 -0.075
H 2.28910 2.16685 -1.91363 0.200 -0.134 0.210
H 3.54286 1.59548 -0.71793 -0.107 0.039 -0.130
N 1.78216 -2.52535 -1.13561 0.564 0.239 0.283
N -0.17757 -1.52812 -2.29927 0.495 0.597 0.225
N 2.26026 -1.35126 -0.54145 0.450 -1.755 -0.330
N -0.00827 -0.23688 -1.82093 -1.004 -0.626 -0.787
C 2.79797 -3.39298 -1.26920 -1.054 0.856 0.211
C -0.74859 -1.48135 -3.51835 0.055 0.705 0.444
H 2.64210 -4.34151 -1.75730 -0.002 -0.053 0.053
H -0.93224 -2.38575 -4.08139 -0.076 0.083 0.135
C 3.94044 -2.83020 -0.71705 0.516 1.275 0.670
C -0.99557 -0.14770 -3.83302 0.186 0.068 0.399
C 3.57139 -1.55899 -0.26625 0.288 -1.510 -0.396
C -0.52863 0.59470 -2.74031 0.092 -0.959 -0.495
H 4.90968 -3.28047 -0.63967 0.193 -0.047 -0.079
H -1.43226 0.25154 -4.72944 -0.085 -0.062 -0.061
H 4.16559 -0.80196 0.22170 -0.019 -0.022 -0.033
H -0.50842 1.66246 -2.60134 -0.087 -0.125 0.026
H 0.10395 -0.98112 0.47908 -0.836 -1.267 0.576
C -2.43463 1.23816 2.47383 -0.077 0.209 -0.215
C -1.27650 2.08086 3.00894 -0.159 0.373 0.083
C -0.03342 1.23580 3.27380 0.322 0.064 -0.100
C -0.92414 3.26515 2.11379 0.026 -0.146 0.850
C -0.74211 4.51632 2.66995 -0.355 -0.757 0.403
C -0.38107 5.61500 1.89242 0.031 0.368 0.065
C -0.20800 5.46838 0.51702 0.008 -0.370 -0.811
C -0.33029 4.23051 -0.09597 0.164 0.823 -0.427
C -0.12610 4.07126 -1.59151 0.252 -0.194 0.166
C -1.42822 4.26089 -2.37360 -0.201 -0.053 0.156
C 0.97556 4.96831 -2.14777 0.093 0.039 0.044
C -0.61731 3.06198 0.71466 0.331 -0.565 -0.098
O -0.50636 1.87464 0.23490 0.479 0.564 0.026
H -2.20702 0.90116 1.45596 -0.206 -0.068 0.236
H -3.35187 1.83757 2.45046 0.109 -0.223 -0.060
H -2.60967 0.37215 3.12163 -0.023 0.173 -0.060
H -1.59764 2.51951 3.96540 0.126 -0.154 -0.171
H 0.34956 0.84229 2.31890 -0.002 -0.021 0.223
H 0.75392 1.85169 3.72499 -0.078 -0.266 -0.036
H -0.25605 0.39552 3.93995 0.048 0.172 -0.015
H -0.89018 4.63188 3.74822 0.023 0.027 -0.406
H -0.24738 6.59182 2.35750 -0.052 -0.253 -0.124
H 0.03781 6.33906 -0.09604 -0.076 -0.292 0.286
H 0.21206 3.03722 -1.71366 -0.092 0.179 -0.026
H -1.81993 5.27453 -2.21481 0.050 -0.251 -0.083
H -1.25424 4.12183 -3.44798 -0.034 0.047 0.216
H -2.18528 3.54041 -2.04277 0.003 0.162 -0.093
H 1.90405 4.82844 -1.58190 -0.088 0.200 -0.118
H 1.17270 4.70807 -3.19497 -0.068 0.123 0.195
H 0.68274 6.02419 -2.10883 0.177 -0.193 -0.085
```
Forces are in eV/Å.

**LUMO level (alpha / beta)**: -5.5 / -10.5 eV
**Kohn-Sham gap (alpha / beta)**: 8.6 / 4.2 eV
**Maximum force**: 3.79 eV Å⁻¹
**2S+1**: 5
**HOMO energy (alpha / beta)**: -14.1 / -14.7 eV
**Energy**: -1412.7427 a.u.
**Total charge**: +2

=====

Record 2
This record from the Open Molecules 2025 dataset describes a structure of composition C22H31BN6OTi. The level of theory is wB97M-V/def2-TZVPD.

Structure (XYZ):
```
62
Properties=species:S:1:pos:R:3:forces:R:3
H 0.28593 3.24916 -0.53854 0.156 0.108 0.071
N 0.13530 1.68615 -1.95138 0.576 2.112 -1.144
B -0.23519 0.23157 -3.97346 0.998 -0.149 0.159
N 0.17835 1.59746 -3.33222 -0.460 -0.045 1.781
C 0.35523 2.82650 -3.80963 0.318 0.476 0.057
Ti -0.03433 0.04008 -0.93180 -2.297 -1.438 0.463
H 0.36104 2.99273 -4.86593 0.112 0.143 -0.288
C 0.50202 3.70944 -2.75067 -0.128 0.188 -0.090
H 0.72747 4.74119 -2.79134 0.017 0.782 -0.265
C 0.32530 2.98541 -1.57905 -0.183 -1.982 -1.680
H -0.21639 0.27377 -5.17607 -0.064 0.116 0.161
C -2.20372 -2.58121 0.36451 -0.557 -0.244 -0.461
H -1.72950 -2.84817 1.32301 -0.477 -0.249 -0.427
H -1.37205 -2.23004 -0.31010 -1.226 0.314 0.592
H -2.68733 -3.41726 -0.18717 0.724 -0.041 0.657
N -1.64002 -0.13646 -3.47188 -0.627 0.066 1.102
N 0.83440 -0.87324 -3.52534 0.035 -0.561 1.280
N -2.00866 -0.25249 -2.12657 -1.080 -0.957 -1.377
N 1.02072 -1.14292 -2.15568 1.113 -1.522 -2.056
C -2.69442 -0.35756 -4.27406 0.247 -0.040 0.081
C 1.52705 -1.79191 -4.24359 0.040 0.028 1.039
H -2.52976 -0.32582 -5.34752 -0.280 0.053 0.297
H 1.48175 -1.84791 -5.32594 0.024 0.239 0.283
C -3.80019 -0.64602 -3.50367 0.420 -0.164 0.674
C 2.20550 -2.62043 -3.34316 -0.228 0.089 -0.823
C -3.33320 -0.62323 -2.15982 1.700 0.696 -1.765
C 1.85067 -2.22500 -2.06194 -0.971 1.332 -0.858
H -4.78638 -0.87784 -3.87165 0.031 -0.030 0.167
H 2.87542 -3.40732 -3.61287 0.127 -0.321 -0.059
H -3.89261 -0.93739 -1.30777 0.058 0.276 0.572
H 2.10963 -2.68367 -1.11505 -0.054 0.328 -0.110
H -3.11548 -1.94319 0.56287 1.585 0.096 -0.274
C 4.06960 -0.75172 2.35936 0.058 -0.121 0.026
C 3.17625 0.36620 1.79518 0.497 0.260 -0.194
C 3.07608 0.24524 0.27215 0.127 0.019 0.046
C 1.91028 0.52035 2.60749 -0.343 0.124 -0.230
C 2.15844 0.87063 3.94056 -0.301 -0.307 -0.334
C 1.13795 1.00123 4.87026 0.385 0.092 0.511
C -0.17754 0.78731 4.47148 0.207 -0.196 -0.554
C -0.44252 0.48495 3.12584 -0.274 0.097 0.070
C -1.87198 0.24443 2.70489 -0.268 0.119 0.141
C -2.54181 -0.78600 3.62177 0.046 -0.060 -0.159
C -2.68443 1.54722 2.72844 0.038 0.033 -0.072
C 0.57571 0.39963 2.14723 0.264 0.052 0.494
O 0.23289 0.20971 0.84680 0.774 0.168 3.200
H 3.60752 -1.74484 2.25417 0.060 0.257 -0.054
H 4.27722 -0.59757 3.42537 -0.050 -0.107 -0.277
H 5.03196 -0.75009 1.83153 -0.163 -0.100 0.071
H 3.71923 1.30539 2.00407 0.007 -0.217 -0.272
H 2.63931 -0.71300 -0.05847 0.119 0.474 0.243
H 2.51215 1.08892 -0.14697 0.063 -0.262 -0.041
H 4.09764 0.29445 -0.13503 -0.295 -0.040 -0.006
H 3.21798 0.99211 4.19719 -0.587 0.105 0.257
H 1.41583 1.23375 5.90563 -0.359 -0.034 -0.390
H -1.01488 0.82583 5.18608 0.597 0.078 -0.368
H -1.85910 -0.13444 1.67700 -0.067 0.004 0.241
H -2.57643 -0.40339 4.65383 -0.174 -0.233 -0.331
H -3.56578 -0.97569 3.26502 0.246 -0.060 0.254
H -1.97025 -1.72580 3.62541 -0.248 0.201 0.040
H -2.26509 2.27713 2.01822 -0.202 -0.166 0.221
H -3.73253 1.33321 2.46023 0.302 0.230 0.086
H -2.65026 1.99044 3.73877 -0.109 -0.109 -0.377
```
Forces are in eV/Å.

**LUMO level (alpha / beta)**: 0.7 / 0.7 eV
**Kohn-Sham gap (alpha / beta)**: 6.2 / 8.5 eV
**Maximum force**: 3.30 eV Å⁻¹
**2S+1**: 3
**HOMO energy (alpha / beta)**: -5.5 / -7.8 eV
**Energy**: -2135.0915 a.u.

=====

Record 3
This record from the Open Molecules 2025 dataset describes a structure of composition C22H31BrCl2HgN3O3. The level of theory is wB97M-V/def2-TZVPD.

Structure (XYZ):
```
63
Properties=species:S:1:pos:R:3:forces:R:3
O -0.99136 1.37061 -0.78753 1.796 0.068 2.543
C -1.79136 1.68563 -1.67947 0.131 0.899 -4.247
C -1.29259 2.00527 -3.04423 -1.033 -0.532 2.186
C -0.06752 2.67717 -3.20437 0.656 0.146 -0.543
H 0.47369 2.98884 -2.31084 -0.048 -0.052 -0.220
C 0.40340 2.96726 -4.48030 0.001 -0.164 0.538
H 1.33465 3.52751 -4.58411 -0.186 -0.142 -0.062
C -0.30039 2.54112 -5.61239 -0.040 0.090 -0.436
H 0.08443 2.75145 -6.61197 -0.095 -0.059 0.252
C -1.52079 1.86211 -5.45344 -0.249 0.011 0.662
H -2.09416 1.53504 -6.31937 0.162 0.036 0.057
C -2.02082 1.61266 -4.17566 -0.120 0.254 -1.214
H -2.97280 1.09573 -4.03008 0.355 0.086 -0.264
H -3.85260 1.47757 -2.29452 0.071 0.160 0.140
C -3.61737 3.25502 -1.05151 -0.099 -0.123 -0.168
C -3.28660 1.80072 -1.41204 0.734 -0.122 0.273
H -4.64953 3.33923 -0.69698 0.001 0.101 0.054
H -3.49903 3.88955 -1.93515 0.025 -0.042 0.115
H -2.93291 3.61289 -0.27391 -0.166 -0.033 -0.101
C -3.44095 0.84056 -0.31610 -1.379 -0.975 -0.484
C -3.50222 1.21248 1.07893 0.098 -0.089 1.416
H -3.39451 -0.21732 -0.55373 0.134 0.131 -0.122
H -4.41937 1.78085 1.30535 0.130 -0.007 0.183
H -2.64480 1.82740 1.40666 -0.159 -0.028 -0.122
H -3.48104 0.30128 1.69659 -0.114 0.357 0.015
Hg 1.37461 0.51428 -0.12432 -0.897 -0.151 -0.319
Cl 2.62258 2.41901 0.45016 0.085 -0.041 0.030
Cl 0.60730 -1.43874 -1.23165 0.370 0.115 0.026
H 5.26002 -0.52590 -2.07134 -0.146 -0.121 0.055
H 6.60979 0.84416 -0.88114 0.001 -0.012 0.252
C 4.45823 -0.50251 -1.32591 -0.253 0.212 -0.115
C 6.03740 0.81399 0.05180 -0.020 0.114 0.223
N 5.05339 -0.24490 -0.03202 0.063 -0.305 0.394
H 3.91023 -1.44761 -1.30859 0.081 0.192 0.023
C 4.53534 -0.77788 1.10070 -0.826 -0.123 -0.516
O 3.50446 -1.45305 1.14007 1.136 0.423 0.074
H 6.70343 0.60387 0.89560 0.026 0.149 -0.187
H 5.13877 -0.52911 1.99816 -0.231 -0.096 -0.147
H 3.76724 0.30770 -1.60261 0.106 -0.192 -0.025
H 5.55408 1.78882 0.21386 0.123 -0.178 -0.138
H -1.74306 -5.72033 2.41073 -0.086 0.163 0.012
H -0.19609 -5.47157 0.26729 -0.131 0.194 -0.066
C -2.34192 -4.90543 1.97764 0.057 -0.022 -0.120
C -0.92513 -4.70250 -0.03649 0.011 0.166 0.145
N -1.52037 -4.06450 1.12868 -0.116 -0.387 0.083
H -2.77019 -4.29342 2.77321 0.081 -0.108 -0.120
C -1.20485 -2.80109 1.50360 -0.042 0.686 0.425
O -1.60775 -2.24716 2.52898 0.278 -0.632 -0.773
H -0.41944 -3.94223 -0.64166 -0.102 -0.217 0.088
H -0.54243 -2.29660 0.76882 -0.267 -0.139 0.325
H -3.13869 -5.36423 1.37765 0.053 0.114 0.132
H -1.70649 -5.19868 -0.63112 0.173 0.207 0.080
Br 1.63444 -2.67898 5.44178 -0.037 0.119 -0.119
C 1.02997 -1.13930 4.51977 -0.285 0.928 -0.704
C 0.33188 -0.13408 5.19379 0.170 -0.283 -0.263
C -0.08685 0.98546 4.47581 0.218 -0.160 -0.580
C 0.20005 1.05317 3.10372 -0.171 -0.165 0.514
N 0.83921 0.07335 2.46206 0.247 0.074 0.071
C 1.27222 -0.98947 3.14199 -0.276 -0.232 0.764
H 0.13209 -0.25420 6.25456 -0.036 0.140 -0.139
H -0.63548 1.80250 4.93682 0.126 -0.216 0.044
H -0.09524 1.92350 2.50835 0.065 -0.377 0.152
H 1.83382 -1.74696 2.60142 -0.153 0.190 -0.031
```
Forces are in eV/Å.

**LUMO level (alpha / beta)**: 2.3 / 2.3 eV
**Kohn-Sham gap (alpha / beta)**: 5.7 / 3.2 eV
**Maximum force**: 4.34 eV Å⁻¹
**2S+1**: 1
**HOMO energy (alpha / beta)**: -3.5 / -0.9 eV
**Energy**: -4894.7441 a.u.
**Total charge**: -1

=====

> Which of these has the lowest energy?

C22H31BrCl2HgN3O3

=====

> Which of these has the highest 2S+1?

C22H31BN6OPd

=====

> What is the 2S+1 in the second record?

3

=====

> The highest 2S+1 belongs to which entry?

C22H31BN6OPd